[1]
Computed, not measured: C2H5F4NO4P2S2 as an isolated structure in a non-equilibrium geometry, with ωB97M-V with the def2-TZVPD basis set.

Results
**Spin multiplicity**: 1
**Energy relative to the best compared isomer or geometry (same formula, charge and spin)**: 13.68 kJ/mol
**Net charge**: 0
**HOMO level**: -9.400 eV

Each line ends with the natural charge from an NBO analysis.
Geometry (Å):
C 3.062 -0.196 0.771  0.377
C -1.987 -0.392 0.005  0.160
N -0.575 1.934 -0.543  -1.059
O 0.249 -0.335 -1.182  -1.121
O 1.270 1.682 -2.155  -0.892
O -0.002 0.618 1.337  -0.968
O -2.183 1.778 1.520  -0.858
F 3.290 -0.870 -0.371  -0.325
F 3.466 1.124 0.771  -0.333
F -2.394 -1.053 1.128  -0.320
F -3.159 -0.099 -0.641  -0.322
P 2.180 -0.955 2.011  0.288
P -0.904 -1.536 -0.926  0.971
S 0.956 1.190 -0.859  1.790
S -1.224 1.095 0.698  2.234
H -1.192 2.250 -1.151  0.409
H -2.048 -2.470 -0.785  -0.120
H 2.197 0.211 2.805  -0.006
H -0.953 -1.620 -2.410  0.040
H -0.050 -2.357 -0.023  0.057



[2]
Computed, not measured: C15H14BeN3O as an isolated structure in a non-equilibrium geometry, with ωB97M-V with the def2-TZVPD basis set.

Results
**Spin multiplicity**: 1
**Energy relative to the best compared isomer or geometry (same formula, charge and spin)**: 54.97 kJ/mol
**Net charge**: -1
**HOMO level (alpha / beta)**: -1.834 / -3.932 eV

Each line ends with the natural charge from an NBO analysis.
Geometry (Å):
Be 0.033 -1.553 0.676  1.560
C -1.513 1.973 -0.779  -0.671
C -1.580 0.588 -0.181  0.164
N -0.466 0.000 0.231  -0.606
N 0.675 0.704 0.103  -0.397
C 1.720 -0.050 0.349  0.468
O 1.593 -1.283 0.678  -0.913
C 3.057 0.492 0.148  -0.094
C 4.116 -0.418 0.029  -0.195
C 5.410 0.020 -0.142  -0.225
C 5.681 1.381 -0.197  -0.242
C 4.636 2.291 -0.113  -0.247
C 3.333 1.860 0.043  -0.134
C -2.817 -0.092 -0.075  0.105
C -3.957 0.295 -0.829  -0.266
C -5.143 -0.366 -0.654  -0.196
C -5.215 -1.412 0.270  -0.353
C -4.043 -1.755 0.930  0.052
N -2.892 -1.148 0.768  -0.451
H -0.612 2.459 -0.411  0.247
H -2.384 2.568 -0.505  0.201
H -1.448 1.936 -1.868  0.202
H 3.881 -1.472 0.083  0.232
H 6.215 -0.701 -0.239  0.199
H 6.701 1.722 -0.307  0.196
H 4.854 3.349 -0.173  0.197
H 2.514 2.562 0.112  0.217
H -3.888 1.086 -1.560  0.200
H -6.020 -0.087 -1.228  0.193
H -6.140 -1.938 0.450  0.196
H -4.039 -2.572 1.649  0.172
C -0.590 -3.083 0.891  -1.079
H -0.034 -4.017 0.948  0.127
H -1.641 -3.339 0.904  0.140



[3]
Computed, not measured: a 2-piece molecular cluster, C9H14OS overall in a non-equilibrium geometry, with ωB97M-V with the def2-TZVPD basis set.

Results
**Expectation value of S²**: 0.76
**Spin multiplicity**: 2
**Energy relative to the best compared isomer or geometry (same formula, charge and spin)**: 79.16 kJ/mol
**Net charge**: -1
**HOMO level (alpha / beta)**: 0.821 / -3.440 eV

Each line ends with the natural charge from an NBO analysis.
Geometry (Å):
C 2.835 -1.511 1.532  -0.519
C 2.102 -1.492 2.848  -0.642
S 3.389 0.116 0.919  -0.070
H 3.615 -2.272 1.572  0.192
H 2.222 -1.674 0.678  0.228
H 1.213 -0.900 2.711  0.232
H 4.169 0.637 1.870  0.097
H 2.606 -1.129 3.755  0.201
H 1.922 -2.491 3.262  0.202
C -3.845 0.009 -1.661  -0.624
C -2.208 1.501 -0.425  -0.378
C -2.450 0.352 -1.192  -0.056
C -0.869 1.997 -0.410  -0.380
C -1.404 -0.392 -1.695  -0.343
C 0.199 1.270 -0.948  0.294
C -0.037 -0.018 -1.399  -0.471
O 1.407 1.913 -0.822  -0.707
H -2.995 2.151 -0.065  0.180
H -0.608 2.999 -0.085  0.182
H -3.983 0.211 -2.726  0.198
H -4.622 0.384 -0.993  0.193
H -1.529 -1.320 -2.243  0.175
H 0.784 -0.715 -1.537  0.169
H 2.096 1.451 -1.312  0.461
H -4.010 -1.077 -1.634  0.187



[4]
Computed, not measured: a 2-piece molecular cluster, C2H3F2NO overall in a non-equilibrium geometry, with ωB97M-V with the def2-TZVPD basis set.

Results
**Spin multiplicity**: 1
**Energy relative to the best compared isomer or geometry (same formula, charge and spin)**: 274.47 kJ/mol
**Net charge**: 0
**HOMO level**: -10.153 eV

Each line ends with the natural charge from an NBO analysis.
Geometry (Å):
C -0.213 -0.589 0.615  0.520
C -0.564 -4.163 2.529  0.634
N 0.346 -0.210 1.737  -0.785
O -1.412 -0.800 0.522  -0.610
F -0.469 -4.371 1.255  -0.319
F 0.215 -3.209 2.870  -0.316
H 0.512 -0.636 -0.281  0.105
H 1.285 0.070 1.754  0.382
H -0.184 0.170 2.406  0.388



[5]
Computed, not measured: C2H4S3 as an isolated structure in a non-equilibrium geometry, with ωB97M-V with the def2-TZVPD basis set.

Results
**Spin multiplicity**: 1
**Energy relative to the best compared isomer or geometry (same formula, charge and spin)**: 288.03 kJ/mol
**Net charge**: 0
**HOMO level**: -8.696 eV

Each line ends with the natural charge from an NBO analysis.
Geometry (Å):
C 0.811 -0.431 0.657  -0.543
C -0.556 -0.188 -0.156  -0.299
H 1.531 1.065 -1.335  0.159
H 0.717 0.304 1.432  0.234
H 0.859 -1.413 0.927  0.237
H -2.705 0.718 -0.198  0.218
S 2.178 -0.207 -0.569  -0.039
S -1.100 1.448 -0.287  0.010
S -1.735 -1.297 -0.472  0.022



[6]
Computed, not measured: C24H41NP2Tm as an isolated structure in a non-equilibrium geometry, with ωB97M-V with the def2-TZVPD basis set.

Results
**Expectation value of S²**: 2.01
**Spin multiplicity**: 3
**Energy relative to the best compared isomer or geometry (same formula, charge and spin)**: 341.05 kJ/mol
**Net charge**: +1
**HOMO level (alpha / beta)**: -8.002 / -8.199 eV

Each line ends with the natural charge from an NBO analysis.
Geometry (Å):
Tm -1.322 0.313 -1.591  1.434
C -2.748 0.684 0.352  -0.124
C -2.180 1.974 0.068  -0.087
C -3.513 1.347 -1.741  -0.188
C -3.598 0.319 -0.746  -0.101
C -2.699 2.402 -1.203  -0.113
C -2.718 -0.052 1.637  -0.644
H -1.963 0.357 2.313  0.232
H -2.495 -1.112 1.472  0.242
H -3.688 -0.002 2.155  0.238
C -4.534 -0.833 -0.751  -0.645
H -5.002 -0.953 0.236  0.239
H -4.015 -1.771 -0.963  0.251
H -5.317 -0.697 -1.506  0.224
C -4.193 1.303 -3.069  -0.621
H -5.226 0.936 -2.969  0.247
H -3.667 0.635 -3.776  0.203
H -4.225 2.303 -3.512  0.232
C -2.631 3.772 -1.773  -0.632
H -3.236 4.463 -1.169  0.245
H -3.026 3.813 -2.795  0.227
H -1.622 4.188 -1.765  0.202
C -1.387 2.839 0.984  -0.639
H -2.077 3.444 1.597  0.242
H -0.720 3.519 0.423  0.206
H -0.790 2.227 1.669  0.239
C 0.887 -2.675 3.271  -0.210
C 2.083 -2.523 3.867  -0.160
C 3.215 -1.674 3.335  -0.475
C 3.433 -1.937 1.829  -0.422
C 2.858 -0.750 0.948  -0.496
C 1.943 0.084 1.732  -0.503
C 0.645 -0.344 2.160  -0.450
C 0.425 -1.897 2.064  -0.449
H 4.151 -1.868 3.878  0.226
H 2.960 -2.890 1.535  0.203
H 3.014 -0.607 3.488  0.256
H 0.895 -2.236 1.125  0.180
H 0.136 -3.408 3.610  0.219
H 2.333 -3.043 4.801  0.215
H -0.641 -2.099 1.861  0.231
H 0.495 0.035 3.186  0.218
H 2.221 1.129 1.869  0.203
H -0.187 0.149 1.604  0.180
H 4.514 -2.056 1.595  0.213
H 3.749 -0.108 0.709  0.244
P 2.296 -1.348 -0.752  1.573
C 1.893 -3.134 -0.718  -0.984
C 3.901 -1.170 -1.597  -0.956
P 0.899 1.264 -0.776  0.954
C 1.161 -0.363 -1.688  -1.178
C 2.566 2.076 -0.738  -0.942
C 0.364 2.183 -2.266  -0.970
H 0.805 -3.310 -0.724  0.296
H 2.328 -3.667 0.141  0.284
H 2.337 -3.580 -1.627  0.255
H 4.040 -2.006 -2.297  0.256
H 4.733 -1.157 -0.873  0.270
H 3.940 -0.221 -2.153  0.243
H 1.306 2.263 -2.830  0.259
H 0.007 3.183 -1.980  0.278
H -0.375 1.663 -2.925  0.170
H 0.318 -1.095 -1.865  0.277
H 1.620 -0.114 -2.655  0.277
H 2.386 3.160 -0.868  0.253
H 3.201 1.752 -1.576  0.224
H 3.108 1.942 0.204  0.268
N -1.830 -3.071 -0.620  -0.395
C -1.541 -1.950 -0.859  -0.242



Number 1: total energy -62947.008 eV. Number 2: total energy -22702.657 eV. Number 3: total energy -22440.746 eV. Number 4: total energy -11092.771 eV. Number 5: total energy -34641.241 eV. Number 6: total energy -75139.526 eV.